Entry 1:
{"formula": "C19H41BBrN2O14", "method": "ωB97M-V/def2-TZVPD", "orbital_gap_ev": 6.69, "charge": -1, "homo_energy_ev": -4.7, "species": ["C", "C", "C", "N", "B", "Br", "C", "N", "C", "C", "C", "O", "O", "H", "H", "H", "H", "H", "H", "H", "H", "H", "H", "H", "H", "H", "H", "H", "H", "H", "C", "O", "C", "O", "O", "C", "H", "H", "H", "H", "H", "H", "C", "O", "C", "O", "O", "C", "H", "H", "H", "H", "H", "H", "C", "O", "C", "O", "O", "C", "H", "H", "H", "H", "H", "H", "C", "O", "C", "O", "O", "C", "H", "H", "H", "H", "H", "H"], "positions_angstrom": [[0.253, -4.933, -0.791], [-1.083, -4.264, -1.129], [-0.960, -3.349, -2.356], [-0.026, -2.264, -2.090], [-0.581, -0.854, -2.091], [-1.216, -0.412, -4.082], [-1.844, -0.634, -1.083], [-1.481, 0.094, 0.156], [-2.679, 0.376, 0.964], [0.622, 0.221, -1.784], [1.569, -0.152, -0.698], [1.400, -0.912, 0.228], [2.815, 0.533, -0.784], [0.137, -6.005, -0.635], [0.694, -4.542, 0.124], [0.998, -4.777, -1.569], [-1.892, -4.986, -1.249], [-1.343, -3.601, -0.304], [-0.639, -3.966, -3.200], [-1.956, -2.978, -2.605], [0.751, -2.349, -2.730], [-2.591, -0.021, -1.591], [-2.358, -1.570, -0.817], [-0.943, -0.553, 0.720], [-2.419, 1.100, 1.733], [-3.058, -0.540, 1.435], [-3.478, 0.749, 0.328], [0.245, 1.216, -1.544], [1.219, 0.347, -2.691], [3.468, -0.148, -0.966], [-0.619, 1.606, -6.755], [-0.034, 2.536, -7.694], [-0.069, 3.803, -7.321], [-0.540, 4.246, -6.309], [0.518, 4.536, -8.281], [0.547, 5.932, -7.999], [-0.519, 0.619, -7.193], [-0.096, 1.629, -5.806], [-1.671, 1.833, -6.604], [1.112, 6.130, -7.090], [-0.462, 6.328, -7.900], [1.042, 6.403, -8.844], [-0.990, 1.803, 5.657], [-0.425, 1.744, 4.352], [0.759, 1.124, 4.294], [1.338, 0.650, 5.238], [1.166, 1.130, 3.039], [2.427, 0.490, 2.806], [-1.938, 2.326, 5.563], [-1.170, 0.802, 6.047], [-0.340, 2.354, 6.335], [2.376, -0.559, 3.085], [3.214, 0.995, 3.369], [2.627, 0.570, 1.748], [-6.158, 5.031, 7.190], [-4.808, 4.710, 7.528], [-3.944, 5.702, 7.323], [-4.213, 6.795, 6.903], [-2.732, 5.272, 7.665], [-1.693, 6.237, 7.487], [-6.743, 4.142, 7.404], [-6.519, 5.861, 7.795], [-6.242, 5.277, 6.134], [-1.873, 7.114, 8.106], [-1.614, 6.526, 6.441], [-0.773, 5.752, 7.800], [4.707, -4.485, -0.606], [5.366, -5.438, -1.451], [4.640, -6.525, -1.697], [3.539, -6.742, -1.273], [5.341, -7.327, -2.502], [4.659, -8.531, -2.850], [5.399, -3.657, -0.488], [3.786, -4.132, -1.067], [4.489, -4.922, 0.366], [3.737, -8.311, -3.383], [4.442, -9.121, -1.962], [5.332, -9.085, -3.499]], "mulliken_charge": [-0.973, -0.343, -1.093, 0.122, 0.368, -0.506, -0.945, -0.104, -0.922, -0.807, 0.381, -0.471, -0.489, 0.385, 0.238, 0.123, 0.504, 0.106, 0.444, 0.333, 0.104, 0.294, 0.326, 0.097, 0.276, 0.307, 0.316, 0.322, 0.276, 0.354, -0.671, -0.325, 0.760, -0.543, -0.333, -0.629, 0.307, 0.261, 0.328, 0.293, 0.287, 0.208, -0.621, -0.284, 0.774, -0.572, -0.267, -0.512, 0.199, 0.311, 0.262, 0.303, 0.375, 0.075, -0.640, -0.306, 0.794, -0.541, -0.292, -0.668, 0.216, 0.293, 0.301, 0.312, 0.315, 0.215, -0.484, -0.331, 0.800, -0.522, -0.341, -0.631, 0.210, 0.193, 0.294, 0.297, 0.289, 0.215]}

***

Entry 2:
{"formula": "C5H5NO", "method": "ωB97M-V/def2-TZVPD", "orbital_gap_ev": 11.57, "de_lowest_ev": 2.638, "homo_energy_ev": -10.7, "species": ["O", "C", "C", "C", "C", "C", "N", "H", "H", "H", "H", "H"], "positions_angstrom": [[-2.360, -1.400, 0.411], [-1.413, -1.694, 0.966], [-0.242, 0.378, 0.715], [1.142, 0.777, 0.378], [0.168, 0.543, -0.750], [0.298, -0.641, -1.566], [0.398, -1.618, -2.179], [-0.246, -0.711, 1.200], [-0.955, 1.149, 1.046], [1.884, 0.000, 0.527], [1.475, 1.789, 0.566], [-0.148, 1.428, -1.312]], "nbo_charge": [-0.478, 0.480, -0.403, -0.387, -0.358, 0.278, -0.325, 0.244, 0.234, 0.227, 0.226, 0.261]}

***

Entry 3:
{"formula": "C2H3O4S2", "method": "ωB97M-V/def2-TZVPD", "orbital_gap_ev": [7.25, 6.01], "multiplicity": 3, "s2": 2.012, "de_lowest_ev": 0.396, "charge": -1, "homo_energy_ev": [-3.7, -4.5], "species": ["C", "C", "O", "O", "O", "O", "S", "S", "H", "H", "H"], "positions_angstrom": [[-0.043, -0.048, -0.721], [1.302, 0.117, -0.155], [-2.342, 1.367, -0.418], [-2.081, -1.652, -0.461], [-0.016, -2.422, 0.588], [-0.378, 1.645, 1.149], [-0.807, -1.292, 0.122], [-0.864, 1.648, -0.258], [1.819, 0.993, -0.424], [2.123, -0.712, -0.338], [1.286, 0.357, 0.917]], "nbo_charge": [-0.539, -0.731, -0.951, -0.893, -0.930, -0.951, 1.777, 1.534, 0.211, 0.219, 0.254]}

***

Entry 4:
{"formula": "C28H34BCaClN11O", "method": "ωB97M-V/def2-TZVPD", "orbital_gap_ev": [7.39, 3.67], "multiplicity": 2, "s2": 0.766, "de_lowest_ev": 0.000, "charge": 2, "homo_energy_ev": [-13.1, -13.1], "species": ["Ca", "C", "C", "N", "N", "C", "B", "N", "C", "C", "C", "N", "N", "C", "C", "C", "N", "N", "C", "C", "C", "N", "H", "H", "H", "H", "H", "H", "H", "H", "H", "H", "H", "H", "C", "C", "C", "C", "C", "O", "C", "C", "C", "C", "C", "C", "Cl", "C", "C", "C", "N", "C", "N", "C", "N", "H", "H", "H", "H", "H", "H", "H", "H", "H", "H", "H", "H", "H", "H", "H", "H", "H", "H", "H", "H", "H", "H"], "positions_angstrom": [[2.522, -1.813, 0.150], [6.933, -2.259, 0.255], [5.708, -2.641, -0.283], [4.711, -1.963, 0.284], [5.275, -1.129, 1.204], [6.614, -1.299, 1.194], [4.386, -0.183, 2.060], [3.619, 0.789, 1.086], [3.773, 2.120, 0.970], [3.000, 2.565, -0.085], [2.395, 1.413, -0.577], [2.771, 0.347, 0.132], [3.377, -1.041, 2.887], [3.360, -1.245, 4.218], [2.370, -2.161, 4.512], [1.815, -2.483, 3.276], [2.427, -1.806, 2.303], [5.124, 0.701, 3.054], [4.497, 1.576, 3.899], [5.457, 2.229, 4.619], [6.673, 1.686, 4.151], [6.457, 0.780, 3.220], [7.908, -2.631, -0.003], [5.516, -3.376, -1.050], [7.250, -0.733, 1.847], [4.413, 2.686, 1.624], [2.900, 3.574, -0.447], [1.724, 1.309, -1.415], [4.036, -0.741, 4.887], [2.094, -2.541, 5.480], [1.013, -3.167, 3.047], [3.422, 1.665, 3.924], [5.322, 2.979, 5.379], [7.677, 1.922, 4.462], [-6.341, 0.333, -1.666], [-5.433, -0.340, -0.623], [-5.875, 0.127, 0.768], [-5.633, -1.862, -0.744], [-3.921, 0.011, -0.877], [-3.478, -0.503, -2.122], [-3.718, 1.541, -0.910], [-2.357, 1.927, -1.511], [-2.300, 1.630, -2.968], [-1.395, 0.683, -3.514], [-1.264, 0.528, -4.863], [-2.040, 1.333, -5.726], [-1.807, 1.234, -7.394], [-2.999, 2.232, -5.206], [-3.129, 2.365, -3.855], [-3.066, -0.640, 0.271], [-1.834, -1.320, -0.102], [-0.566, -0.985, 0.158], [0.244, -1.949, -0.268], [-0.617, -2.855, -0.822], [-1.874, -2.511, -0.717], [-7.350, -0.062, -1.556], [-6.038, 0.129, -2.698], [-6.408, 1.412, -1.527], [-6.914, -0.161, 0.926], [-5.825, 1.212, 0.867], [-5.290, -0.322, 1.571], [-6.697, -2.088, -0.687], [-5.141, -2.420, 0.052], [-5.257, -2.246, -1.693], [-4.222, -0.526, -2.738], [-3.823, 1.958, 0.091], [-4.489, 1.985, -1.539], [-1.532, 1.451, -0.984], [-2.253, 3.011, -1.389], [-0.810, 0.058, -2.853], [-0.578, -0.196, -5.278], [-3.605, 2.821, -5.883], [-3.850, 3.069, -3.459], [-3.673, -1.402, 0.747], [-2.815, 0.108, 1.020], [-0.245, -0.108, 0.700], [-0.316, -3.792, -1.262]], "mulliken_charge": [2.679, -1.179, -0.107, -1.263, 1.001, 0.020, -0.170, 1.085, 0.015, -1.133, -0.546, -1.159, 0.960, -0.074, -1.057, -0.329, -1.065, 0.552, -0.434, -1.041, -0.328, -1.150, 0.439, 0.457, 0.543, 0.451, 0.434, 0.645, 0.468, 0.450, 0.476, 0.557, 0.488, 0.454, -1.633, 0.882, -1.735, -1.500, 2.332, -0.498, -1.550, -0.914, 0.449, 0.328, -1.068, 0.477, -0.051, -0.867, -0.163, -2.113, 1.049, -0.149, -0.229, -0.615, -0.843, 0.506, 0.333, 0.397, 0.507, 0.384, 0.318, 0.521, 0.350, 0.319, 0.533, 0.680, 0.263, 0.067, 0.536, 0.417, 0.466, 0.467, 0.509, 0.426, 0.237, 0.571, 0.465]}